(1)
Molecular formula: C4H8NO2
Method: DFT, the ωB97M-V functional and the def2-TZVPD basis

Structure (XYZ):
```
15
Properties=species:S:1:pos:R:3:lowdin_charge:R:1
O -0.43 -1.46 -2.13 -0.096
O -2.50 -0.53 -1.84 -0.091
N -1.22 -1.23 0.05 -0.041
C 1.46 1.24 0.69 -0.142
C -0.42 -0.18 0.65 -0.331
C 0.90 0.03 -0.11 -0.238
C -1.42 -1.04 -1.48 -0.751
H 2.04 1.95 0.06 0.069
H -0.99 0.73 0.61 0.096
H -0.04 -0.57 1.63 0.117
H 2.15 0.97 1.45 0.033
H 1.37 -0.85 -0.44 0.089
H 0.77 1.74 1.38 0.059
H 0.50 0.40 -1.12 0.114
H -2.17 -1.20 0.58 0.113
```

Properties
**SMILES string**: CCCNC(=O)[O-]
**Total charge**: -1
**LUMO**: 3.92 eV

***

(2)
Molecular formula: C29H55IN2O6
Method: DFT, the ωB97M-V functional and the def2-TZVPD basis

Structure (XYZ):
```
93
Properties=species:S:1:pos:R:3:mulliken_spin:R:1
I 4.22 0.19 2.79 0.000
O 0.57 3.53 2.36 0.000
O 1.30 5.33 -1.16 0.000
O -5.54 3.13 -1.22 0.647
O 0.09 1.97 -0.94 0.000
O 3.65 -3.13 0.23 0.631
O -0.26 1.17 1.91 0.000
N -5.46 2.67 0.11 0.273
N 3.57 -4.37 -0.43 0.289
C 5.78 0.44 -0.01 -0.001
C 3.53 -6.79 0.10 0.005
C -4.03 2.23 0.34 0.022
C 1.85 5.53 0.18 0.000
C 3.25 -2.98 -2.53 -0.010
C -6.86 1.57 1.81 0.009
C 2.85 -5.39 -2.64 0.009
C -3.00 3.32 -0.07 -0.017
C -6.52 1.63 0.30 0.037
C 3.66 -5.26 2.00 -0.003
C 0.03 4.59 -1.14 0.000
C -3.70 0.90 -0.40 0.016
C 0.81 0.12 1.76 0.000
C 1.23 -3.97 -1.34 0.012
C 2.83 6.88 0.30 0.000
C 2.73 -4.18 -1.67 0.028
C 4.33 1.15 -0.30 -0.002
C -6.12 0.24 -0.29 0.021
C 0.46 2.44 1.59 0.000
C -3.74 2.01 1.85 0.027
C -7.90 1.97 -0.36 -0.004
C -4.69 -0.21 -0.05 -0.021
C 3.34 1.21 1.04 0.001
C 0.15 3.10 -1.88 0.000
C 1.10 2.06 0.12 0.000
C 3.05 -5.38 0.56 0.035
C 1.51 -5.29 0.77 0.017
C 1.86 0.65 0.62 0.002
C 0.68 -5.10 -0.49 -0.019
H -8.66 1.24 -0.03 0.000
H -6.80 -0.54 0.07 0.002
H 2.32 -5.18 -3.58 0.000
H -4.47 -1.09 -0.66 0.002
H 0.98 5.73 0.97 0.000
H 4.76 -5.23 1.98 0.000
H -3.70 1.06 -1.48 0.000
H 0.65 -3.91 -2.27 0.001
H -4.27 1.16 2.29 0.001
H -0.80 3.00 -2.58 0.000
H 1.95 2.72 -0.33 0.000
H 3.84 -6.85 -0.94 -0.007
H 3.12 -2.01 -2.04 0.001
H -7.03 0.54 2.14 0.000
H 1.28 -4.44 1.43 0.003
H 4.31 -3.11 -2.77 0.000
H -6.11 2.01 2.47 -0.008
H -6.26 0.26 -1.38 0.001
H -7.88 1.92 -1.45 0.000
H -2.69 0.57 -0.14 0.003
H 5.70 -0.71 0.25 0.001
H 3.37 -6.12 2.61 0.000
H 0.23 -0.87 1.51 0.000
H 3.89 -5.60 -2.88 -0.005
H 3.66 6.92 -0.53 0.000
H 1.86 -0.11 -0.29 0.001
H 1.15 -6.19 1.30 0.003
H -2.98 3.51 -1.14 0.004
H -7.77 2.14 2.04 -0.001
H 3.35 6.79 1.38 0.000
H 1.08 -3.02 -0.83 0.007
H 4.54 2.27 -0.64 0.000
H 2.54 4.63 0.55 0.000
H 2.75 -7.54 0.26 0.000
H 0.63 -6.04 -1.05 0.000
H -0.36 -4.87 -0.20 0.002
H 2.14 7.83 0.34 0.000
H 3.30 2.37 1.34 0.000
H 4.42 -7.11 0.65 -0.002
H -2.68 1.79 2.02 0.001
H -8.26 2.96 -0.07 -0.002
H 1.09 3.07 -2.62 0.000
H -3.22 4.27 0.44 -0.007
H -0.48 4.50 -0.09 0.000
H 2.70 -2.92 -3.48 0.000
H 3.31 -4.37 2.54 0.001
H 6.45 0.49 -1.00 0.000
H -0.73 5.21 -1.82 0.000
H -1.98 3.03 0.22 0.003
H 1.16 0.02 2.88 0.000
H 6.39 1.06 0.80 0.000
H -3.98 2.91 2.44 -0.012
H 3.76 0.64 -1.19 0.000
H 2.39 -6.30 -2.25 0.000
H -4.57 -0.53 0.99 0.000
```

Properties
**⟨S²⟩**: 2.010
**Spin multiplicity**: 3
**LUMO (alpha / beta)**: 0.21 / -0.58 eV

***

(3)
Molecular formula: C3H6FN3
Method: DFT, the ωB97M-V functional and the def2-TZVPD basis

Structure (XYZ):
```
13
Properties=species:S:1:pos:R:3:lowdin_charge:R:1
F -0.02 2.18 -0.33 -0.030
N 0.88 0.04 2.11 0.100
N 0.88 -0.98 0.16 -0.074
N 0.27 -1.20 -1.12 -0.018
C 0.39 0.02 0.95 -0.439
C -0.57 0.89 0.01 -0.218
C -0.78 -0.08 -1.06 -0.149
H -1.50 -0.67 -0.72 0.070
H -1.59 0.99 0.48 0.163
H 1.15 -0.86 -1.60 0.120
H -0.97 0.51 -2.05 0.174
H 0.33 0.88 2.42 0.066
H 1.54 -1.73 0.77 0.235
```

Properties
**SMILES string**: [H]/N=C1/NNC[C@@H]1F
**LUMO**: 0.86 eV

***

(4)
Molecular formula: C2H3NO2
Method: DFT, the ωB97M-V functional and the def2-TZVPD basis

Structure (XYZ):
```
8
Properties=species:S:1:pos:R:3:lowdin_charge:R:1
O -0.86 -0.68 2.19 -0.086
O 0.52 0.15 -2.23 0.109
N 0.46 -0.50 0.06 0.053
C -0.19 -0.08 1.17 -0.262
C 0.12 0.32 -1.14 -0.286
H 1.02 -1.42 -0.06 0.205
H -0.52 0.99 0.79 0.122
H -0.55 1.21 -0.78 0.144
```

Properties
**SMILES string**: O=CNC=O
**LUMO**: 0.15 eV

***

(5)
Molecular formula: C39H51IN9O2PSScTe
Method: DFT, the ωB97M-V functional and the def2-TZVPD basis

Structure (XYZ):
```
106
Properties=species:S:1:pos:R:3:lowdin_charge:R:1
I -1.70 1.28 -5.49 0.943
Te 3.20 -1.79 -0.04 1.454
Sc -1.58 0.24 -0.56 0.826
S -3.98 -0.75 0.29 0.758
P -2.49 2.14 1.33 0.917
O 2.26 4.27 -1.39 0.066
O -2.58 0.02 -2.40 -0.181
N 1.64 6.12 -2.53 0.216
N -0.30 -0.22 1.31 0.009
N -1.59 -2.21 -0.63 0.023
N 1.58 1.15 0.96 0.173
N -4.69 -3.25 0.76 0.156
N -4.62 -0.21 -3.30 0.249
N -2.55 -2.98 -0.02 0.015
N 0.21 -0.65 -1.80 0.043
N -1.24 2.36 -1.54 -0.020
C -1.08 3.24 1.80 -0.372
C -3.07 1.42 2.91 -0.393
C -5.09 2.59 0.35 -0.139
C -0.88 -1.17 2.10 -0.177
C -0.50 -2.80 -0.96 -0.224
C 4.67 -1.80 2.64 -0.154
C -1.11 4.92 -2.64 0.045
C -0.16 -4.21 -0.62 0.020
C 5.61 -1.39 3.57 -0.068
C 1.32 -2.60 -2.63 -0.041
C -2.30 4.21 -2.62 -0.012
C -3.30 -0.19 -3.40 -0.588
C -3.83 3.29 0.83 -0.385
C 6.43 0.26 2.03 -0.069
C 4.87 -5.59 -1.36 -0.062
C -2.32 2.95 -2.06 -0.168
C 3.70 -3.82 -0.21 -0.544
C 0.03 4.33 -2.10 -0.073
C 6.48 -0.35 3.27 -0.061
C 4.63 -1.19 1.38 -0.546
C 1.53 -0.23 2.89 -0.017
C 3.18 -4.75 0.68 -0.176
C 1.89 -0.46 -3.50 -0.012
C -3.73 -2.43 0.33 -0.760
C 4.55 -4.24 -1.24 -0.139
C 3.51 -6.10 0.55 -0.071
C 1.42 4.92 -1.98 -0.483
C -2.69 -0.45 -4.75 -0.526
C 2.08 -1.83 -3.51 -0.019
C 4.35 -6.51 -0.47 -0.057
C -0.34 -1.67 3.25 -0.035
C 0.41 -1.98 -1.80 -0.293
C 0.90 0.24 1.71 -0.415
C 0.95 0.08 -2.63 -0.112
C -0.10 3.06 -1.57 -0.112
C 0.91 -1.18 3.65 -0.015
C -1.43 4.66 2.26 -0.113
C -3.41 2.39 4.04 -0.113
C 5.51 -0.16 1.08 -0.152
H 2.53 -4.43 1.48 0.087
H -2.10 4.67 3.11 0.066
H 1.08 1.77 0.35 0.049
H 0.80 2.62 -1.17 0.091
H -0.45 -4.43 0.41 0.104
H -0.52 5.18 2.55 0.089
H 0.78 1.14 -2.64 0.088
H -4.59 -4.25 0.78 0.138
H -4.05 3.93 1.69 0.085
H -5.53 1.97 1.13 0.073
H -1.94 -1.23 -4.65 0.065
H 5.53 -5.91 -2.15 0.116
H -2.28 0.74 3.24 0.065
H -4.15 3.13 3.74 0.073
H 2.50 0.16 3.15 0.126
H 4.98 -3.52 -1.92 0.096
H -5.05 -0.10 -2.39 0.105
H -4.91 1.95 -0.51 0.028
H -1.89 5.23 1.46 0.073
H 2.40 1.55 1.36 0.127
H -0.65 -4.92 -1.29 0.122
H 5.66 -1.88 4.53 0.113
H -0.40 3.31 0.95 0.041
H -3.84 1.83 4.87 0.088
H 0.92 -4.38 -0.68 0.067
H -5.84 3.32 0.06 0.091
H -3.44 3.96 0.06 0.069
H 3.12 -6.81 1.26 0.112
H 5.50 0.30 0.10 0.091
H -3.25 2.38 -2.03 0.102
H 2.57 6.51 -2.44 0.139
H -2.53 2.90 4.41 0.073
H -0.87 -2.41 3.82 0.120
H -2.41 -3.98 0.02 0.153
H 2.45 0.19 -4.15 0.132
H 7.12 1.06 1.78 0.114
H 1.39 -1.55 4.55 0.132
H -0.54 2.70 2.59 0.086
H 7.22 -0.03 4.00 0.116
H 2.80 -2.29 -4.17 0.137
H -1.09 5.92 -3.06 0.131
H -5.56 -2.86 1.08 0.125
H -3.21 4.64 -3.02 0.133
H 4.00 -2.61 2.88 0.092
H -5.21 -0.38 -4.10 0.144
H 4.61 -7.56 -0.56 0.117
H 0.95 6.64 -3.03 0.108
H -3.93 0.79 2.66 0.047
H -3.42 -0.73 -5.49 0.061
H 1.46 -3.67 -2.61 0.129
H -1.87 -1.49 1.79 0.058
```

Properties
**Total charge**: +3
**LUMO**: -8.07 eV